i) The following is a quantum chemistry calculation of a gas-phase ion, H4N5 (charge +1), from the OMol25 dataset.

The HOMO energy (alpha / beta) is -14.60 / -14.60 eV. The SMILES is [H]/N=N\N=[NH+]\N. As for the HOMO-LUMO gap (alpha / beta): 8.9 / 8.9 eV.

```
! RIJCOSX wB97M-V def2-TZVPD def2/J DEFGRID3
* xyz 1 1
H 0.85497 -0.38702 3.63368
N 0.39649 0.24570 2.98488
N 0.04615 -0.01998 1.90512
N -0.31356 -0.35176 0.86372
N -0.84996 0.05026 -0.39240
N -0.03401 0.34995 -1.39534
H -1.63033 -0.55999 -0.62819
H 0.60083 1.12344 -1.24447
H 0.27301 -0.36413 -2.04413
*
```

---

ii) The following is a quantum chemistry calculation of a molecular structure, H4N5, from the OMol25 dataset.

The HOMO energy is -15.65 eV. As for the HOMO-LUMO gap: 10.1 eV.

```
! RIJCOSX wB97M-V def2-TZVPD def2/J DEFGRID3
* xyz 1 1
N -2.37819 -0.29324 -2.06533
N -0.65297 -0.06326 -0.63136
N -1.40353 -0.26554 -1.44686
N 1.17870 0.40104 1.15156
N 1.32900 0.35763 2.36447
H -2.55352 -0.81297 -2.87321
H 0.17167 0.25725 0.35386
H 1.96780 0.18025 0.55143
H 2.34104 0.23885 2.59543
*
```

---

Unit: kcal/mol. Relative energies: i) 23.9; ii) 0.0.

---

i) The following is a quantum chemistry calculation of 3 unconnected molecules or ions with the total composition C3H11O2S, from the OMol25 dataset.

The HOMO energy is -2.90 eV. As for the HOMO-LUMO gap: 6.7 eV.

```
! RIJCOSX wB97M-V def2-TZVPD def2/J DEFGRID3
* xyz -1 1
C 2.15190 1.81044 -0.43143
C 1.13621 1.01137 -1.46585
C -0.01233 0.44742 -0.54537
S 0.27321 -1.33992 -0.39837
H 1.95953 2.91997 -0.40093
H 3.07371 1.66507 -0.97022
H 2.12376 1.48976 0.61936
H 0.71483 1.90141 -2.00561
H 1.71683 0.34327 -2.05018
H -1.03758 0.62188 -0.96314
H 0.15666 0.98941 0.40046
H -0.69562 0.05368 2.80686
H -0.33150 -0.89363 1.60929
O -1.17818 -0.65714 2.27984
H -3.98311 -3.16385 0.75480
H -2.72287 -3.24893 0.28552
O -3.34545 -3.95022 0.47498
*
```

---

ii) The following is a quantum chemistry calculation of 3 unconnected molecules or ions with the total composition C3H11O2S, from the OMol25 dataset.

The HOMO energy is -2.75 eV. As for the HOMO-LUMO gap: 6.7 eV.

```
! RIJCOSX wB97M-V def2-TZVPD def2/J DEFGRID3
* xyz -1 1
C -1.20333 1.83169 -0.29099
C 0.08650 1.52129 0.55755
C -0.12127 0.53876 1.70684
S -0.88419 -1.00776 1.22047
H -2.10282 2.16750 0.17534
H -0.78754 2.56191 -0.94274
H -1.31872 0.82261 -0.79098
H 0.67029 2.41626 0.86116
H 0.79370 0.98141 -0.12700
H 0.78631 0.34316 2.34393
H -0.72738 0.92910 2.56123
H 1.25160 -2.78467 -1.05098
H 2.04551 -3.51308 -0.10400
O 2.10982 -3.15428 -1.02166
H -0.67025 -0.86841 -1.11099
H 0.51875 -1.44054 -2.00682
O -0.44696 -1.34494 -1.98035
*
```

---

Unit: kcal/mol. Relative energies: i) 21.9; ii) 0.0.

---

i) The following is a quantum chemistry calculation of 2 unconnected molecules or ions with the total composition C2H10N2O, from the OMol25 dataset.

The HOMO energy is -9.03 eV. The SMILES is NCCN.O. As for the HOMO-LUMO gap: 9.9 eV.

```
! RIJCOSX wB97M-V def2-TZVPD def2/J DEFGRID3
* xyz 0 1
N 1.41470 1.74079 1.29025
C 0.20013 1.79266 0.52140
C -0.52991 0.44137 0.51420
N -0.22019 -0.28994 -0.70192
H 2.03706 2.51009 1.08578
H 1.93245 0.89882 1.07187
H 0.30392 2.08012 -0.52509
H -0.48195 2.57598 0.85751
H -0.10630 -0.10706 1.35023
H -1.60645 0.57646 0.66019
H -0.66544 0.13798 -1.51194
H -0.55604 -1.24250 -0.69262
O -0.90297 -3.48736 -1.31987
H -0.74163 -4.33209 -1.74948
H -0.07739 -3.29531 -0.85051
*
```

---

ii) The following is a quantum chemistry calculation of 2 unconnected molecules or ions with the total composition C2H10N2O, from the OMol25 dataset.

The HOMO energy is -8.66 eV. The SMILES is CNCN.O. As for the HOMO-LUMO gap: 9.3 eV.

```
! RIJCOSX wB97M-V def2-TZVPD def2/J DEFGRID3
* xyz 0 1
C 0.50946 -1.44915 0.46961
N 0.45098 -0.47488 -0.61605
C -0.75594 0.31522 -0.69388
N -1.92079 -0.45276 -1.06447
H 1.58240 -1.59511 0.64800
H 0.22838 -0.98694 1.43300
H 0.13061 -2.43421 0.21527
H 1.22484 0.16105 -0.42638
H -0.62628 1.12679 -1.41072
H -0.99388 0.72265 0.30550
H -1.84116 -1.02434 -1.88485
H -2.43595 -0.96865 -0.37054
O 1.52953 1.74929 1.39205
H 1.25468 2.09752 2.25966
H 1.32084 2.47642 0.80174
*
```

---

Unit: kcal/mol. Relative energies: i) 0.0; ii) 5.4.